DFT (ωB97M-V with the def2-TZVPD basis set) results for a molecular structure, C73H152CoN8O11 in a non-equilibrium geometry.

Computed properties:
* HOMO-LUMO gap (spin up / spin down): 7.24 / 7.30 eV
* <S²>: 3.7590
* DFT total energy: -150216.7420 eV
* 2S+1: 4
* maximum force: 17.7 eV Å⁻¹
* LUMO level (spin up / spin down): -0.01 / 0.05 eV
* energy above the lowest of the compared OMol25 structures with the same formula, charge and spin: 0.000 eV

Each line ends with the Mulliken charge.
CARTESIAN COORDINATES (ANGSTROEM)
Co (16.122, -8.026, 22.253)  1.10
C (15.306, -9.683, 23.498)  0.13
O (16.436, -9.893, 23.049)  -0.99
O (15.443, -8.621, 24.044)  -0.11
O (14.689, -9.488, 22.516)  -0.98
C (21.059, -9.912, 21.316)  -2.07
C (20.539, -8.668, 20.644)  2.34
C (21.284, -8.381, 19.244)  -0.74
C (21.042, -9.471, 18.240)  -1.15
C (19.519, -9.666, 18.019)  -1.43
C (18.573, -9.765, 19.319)  2.12
N (19.053, -8.820, 20.381)  -0.09
O (18.263, -8.765, 21.497)  2.48
C (17.161, -9.448, 18.838)  -1.54
C (18.623, -11.177, 19.775)  -1.59
C (20.862, -7.407, 21.471)  -0.73
H (21.965, -9.782, 21.907)  0.48
H (21.319, -10.828, 20.786)  0.22
H (20.448, -10.327, 22.118)  0.35
H (20.691, -7.568, 18.825)  -0.35
H (22.336, -8.099, 19.292)  0.58
H (21.495, -10.414, 18.546)  0.34
H (21.518, -9.200, 17.299)  0.56
H (19.368, -10.654, 17.584)  0.61
H (19.164, -8.868, 17.367)  0.32
H (16.964, -9.940, 17.885)  0.73
H (16.342, -9.574, 19.546)  -0.47
H (17.134, -8.377, 18.637)  -0.01
H (17.933, -11.382, 20.594)  -0.30
H (18.235, -11.868, 19.027)  0.63
H (19.587, -11.593, 20.069)  0.38
H (21.904, -7.129, 21.624)  0.77
H (20.397, -7.433, 22.456)  -0.56
H (20.430, -6.490, 21.070)  -0.79
H (18.371, -9.645, 21.866)  -0.71
C (22.462, -9.702, 26.339)  -1.86
C (22.120, -8.235, 26.106)  1.89
C (20.623, -8.231, 25.712)  -0.43
C (19.587, -8.446, 26.816)  0.04
C (19.936, -7.491, 27.978)  -2.13
C (21.396, -7.364, 28.437)  2.23
N (22.325, -7.341, 27.271)  0.30
O (23.669, -7.187, 27.742)  -0.52
C (21.439, -6.104, 29.269)  -2.17
C (21.760, -8.543, 29.407)  -1.98
C (22.991, -7.708, 24.909)  -1.66
H (22.205, -10.312, 25.473)  0.31
H (22.068, -10.142, 27.255)  0.29
H (23.544, -9.820, 26.403)  0.41
H (20.254, -7.354, 25.181)  -0.04
H (20.473, -9.030, 24.986)  0.12
H (19.740, -9.460, 27.186)  -0.21
H (18.541, -8.446, 26.510)  0.42
H (19.341, -7.803, 28.837)  0.62
H (19.406, -6.564, 27.759)  0.35
H (22.456, -5.911, 29.612)  0.38
H (21.293, -5.252, 28.605)  0.51
H (20.648, -6.055, 30.017)  0.42
H (22.838, -8.673, 29.504)  0.35
H (21.434, -8.198, 30.388)  0.57
H (21.200, -9.461, 29.231)  0.38
H (22.768, -8.326, 24.039)  0.04
H (24.071, -7.675, 25.054)  0.54
H (22.588, -6.723, 24.671)  0.49
H (23.982, -6.521, 27.126)  0.35
C (17.925, -4.013, 22.342)  -1.94
C (16.912, -4.964, 23.001)  1.99
C (15.982, -4.109, 23.948)  -1.56
C (14.564, -4.644, 24.072)  0.24
C (13.999, -4.534, 22.615)  -1.53
C (14.781, -5.269, 21.466)  1.78
N (16.076, -5.760, 22.046)  0.54
O (16.758, -6.362, 21.090)  2.37
C (13.882, -6.435, 20.973)  -2.21
C (15.015, -4.264, 20.304)  -1.95
C (17.707, -5.904, 23.931)  -2.10
H (18.189, -3.175, 22.987)  0.52
H (17.605, -3.476, 21.449)  0.32
H (18.880, -4.491, 22.122)  0.13
H (16.362, -4.234, 24.962)  0.48
H (16.054, -3.025, 23.869)  0.47
H (13.946, -3.930, 24.616)  0.55
H (14.297, -5.584, 24.555)  -0.61
H (13.878, -3.510, 22.261)  0.43
H (13.024, -4.997, 22.770)  0.59
H (13.809, -7.212, 21.735)  -0.17
H (12.894, -6.081, 20.680)  1.12
H (14.251, -6.832, 20.027)  -0.28
H (15.403, -4.789, 19.431)  -0.04
H (14.026, -3.926, 19.995)  0.74
H (15.682, -3.421, 20.488)  0.35
H (17.198, -6.814, 24.249)  0.09
H (18.159, -5.401, 24.785)  0.90
H (18.607, -6.244, 23.419)  -0.48
H (16.912, -5.626, 20.492)  -0.54
C (16.057, -6.359, 27.875)  -2.27
C (14.525, -6.465, 28.098)  1.60
C (13.837, -5.001, 28.004)  -0.85
C (12.256, -5.050, 27.878)  -0.98
C (11.809, -5.975, 26.761)  -1.04
C (12.468, -7.357, 26.835)  1.74
N (13.972, -7.318, 27.058)  1.25
O (14.681, -8.557, 26.844)  -0.52
C (11.846, -8.261, 27.918)  -1.83
C (12.238, -8.015, 25.446)  -2.02
C (14.374, -7.042, 29.573)  -1.78
H (16.339, -6.054, 26.868)  -0.15
H (16.696, -7.190, 28.172)  0.68
H (16.449, -5.543, 28.483)  0.64
H (14.081, -4.478, 28.929)  0.47
H (14.176, -4.468, 27.115)  0.11
H (11.844, -4.055, 27.712)  0.45
H (11.693, -5.348, 28.763)  0.41
H (11.954, -5.467, 25.807)  0.31
H (10.732, -6.082, 26.895)  0.45
H (10.944, -8.660, 27.454)  0.49
H (12.548, -9.089, 28.021)  0.32
H (11.662, -7.832, 28.904)  0.26
H (11.257, -8.032, 24.971)  0.40
H (12.934, -7.587, 24.724)  0.05
H (12.587, -9.047, 25.483)  0.46
H (14.197, -8.114, 29.485)  0.33
H (13.576, -6.631, 30.190)  0.29
H (15.306, -6.988, 30.136)  0.44
H (14.868, -8.457, 25.908)  0.07
C (21.454, -3.994, 18.899)  -1.79
C (20.337, -3.477, 17.880)  1.32
C (21.116, -3.159, 16.533)  -1.08
C (20.187, -2.969, 15.324)  -0.83
C (19.141, -4.013, 15.225)  -1.15
C (18.370, -4.408, 16.607)  1.66
N (19.320, -4.558, 17.761)  -0.63
O (18.689, -4.937, 18.933)  1.80
C (17.187, -3.437, 16.874)  -1.46
C (17.693, -5.788, 16.419)  -1.95
C (19.716, -2.140, 18.427)  -1.37
H (21.716, -5.017, 18.630)  0.35
H (21.198, -4.046, 19.957)  0.26
H (22.360, -3.404, 18.759)  0.44
H (21.892, -2.402, 16.638)  0.42
H (21.610, -4.112, 16.346)  0.41
H (20.672, -2.985, 14.349)  0.48
H (19.730, -1.984, 15.420)  0.34
H (19.576, -4.934, 14.837)  0.46
H (18.377, -3.705, 14.511)  0.33
H (16.739, -3.680, 17.837)  0.10
H (17.346, -2.362, 16.948)  0.38
H (16.430, -3.536, 16.095)  0.44
H (18.420, -6.527, 16.754)  0.31
H (16.804, -5.906, 17.039)  -0.38
H (17.363, -6.006, 15.403)  0.67
H (18.882, -1.718, 17.866)  0.25
H (20.577, -1.478, 18.529)  0.48
H (19.350, -2.308, 19.440)  0.05
H (19.263, -5.580, 19.356)  -0.42
C (11.337, -10.517, 14.818)  -1.87
C (12.217, -9.325, 14.471)  1.37
C (11.309, -8.129, 13.909)  -1.33
C (12.002, -6.826, 13.780)  -0.59
C (12.612, -6.427, 15.141)  -1.37
C (13.613, -7.527, 15.700)  1.36
N (12.971, -8.841, 15.647)  0.88
O (13.739, -9.751, 16.209)  -0.38
C (14.936, -7.381, 14.854)  -1.73
C (13.961, -7.198, 17.234)  -1.73
C (13.090, -9.761, 13.254)  -1.68
H (11.931, -11.386, 15.100)  0.29
H (10.812, -10.737, 13.888)  0.56
H (10.620, -10.355, 15.622)  0.22
H (10.875, -8.445, 12.960)  0.47
H (10.490, -7.903, 14.592)  0.31
H (11.174, -6.149, 13.573)  0.42
H (12.739, -6.716, 12.984)  0.35
H (11.780, -6.201, 15.808)  0.45
H (13.063, -5.461, 14.914)  0.38
H (15.290, -6.368, 15.043)  0.31
H (15.747, -8.098, 14.979)  0.31
H (14.750, -7.316, 13.782)  0.39
H (14.414, -6.212, 17.125)  0.78
H (13.180, -7.159, 17.994)  0.48
H (14.590, -7.991, 17.638)  -0.13
H (13.708, -10.627, 13.490)  0.33
H (13.811, -9.022, 12.905)  0.32
H (12.463, -9.993, 12.392)  0.46
H (13.316, -9.806, 17.069)  -0.02
C (13.553, -13.213, 20.084)  -1.76
C (13.525, -12.377, 18.872)  2.41
C (12.572, -13.066, 17.895)  -1.45
C (11.103, -13.144, 18.358)  -0.77
C (10.646, -11.671, 18.566)  -1.32
C (11.638, -10.698, 19.417)  1.78
N (13.052, -10.955, 18.995)  0.16
O (13.988, -10.066, 19.599)  2.12
C (11.355, -9.277, 18.883)  -1.02
C (11.447, -10.849, 20.917)  -1.23
C (14.960, -12.418, 18.258)  -2.60
H (14.092, -12.644, 20.842)  -0.01
H (14.045, -14.179, 19.972)  0.52
H (12.570, -13.427, 20.505)  0.29
H (12.594, -12.639, 16.892)  0.08
H (12.933, -14.090, 17.801)  0.53
H (10.959, -13.824, 19.198)  0.45
H (10.460, -13.673, 17.655)  0.49
H (9.731, -11.775, 19.149)  0.31
H (10.271, -11.279, 17.621)  0.25
H (12.073, -8.594, 19.337)  -0.49
H (11.485, -9.167, 17.806)  0.11
H (10.338, -8.889, 18.946)  0.66
H (11.922, -9.985, 21.381)  0.04
H (10.401, -10.976, 21.197)  0.47
H (11.816, -11.779, 21.349)  0.26
H (15.200, -13.427, 17.924)  0.64
H (15.783, -12.037, 18.863)  0.49
H (15.006, -11.883, 17.309)  0.16
H (13.959, -10.263, 20.538)  -0.62
C (18.164, -11.822, 26.260)  -2.12
C (18.506, -13.161, 25.608)  1.34
C (17.791, -14.263, 26.495)  -1.23
C (17.579, -15.533, 25.751)  -0.56
C (16.680, -15.203, 24.587)  -1.44
C (17.376, -14.176, 23.561)  1.86
N (17.959, -13.026, 24.248)  0.29
O (18.440, -11.983, 23.461)  0.46
C (18.455, -14.914, 22.843)  -1.78
C (16.404, -13.788, 22.497)  -1.98
C (20.090, -13.470, 25.565)  -1.48
H (17.105, -11.728, 26.500)  0.50
H (18.490, -10.923, 25.737)  0.13
H (18.522, -11.760, 27.287)  0.52
H (18.425, -14.377, 27.374)  0.50
H (16.845, -13.863, 26.860)  0.43
H (17.003, -16.180, 26.412)  0.39
H (18.534, -15.972, 25.460)  0.35
H (15.719, -14.798, 24.905)  0.46
H (16.406, -16.075, 23.993)  0.44
H (18.892, -14.249, 22.097)  0.07
H (19.223, -15.321, 23.501)  0.43
H (18.148, -15.802, 22.292)  0.47
H (15.559, -13.168, 22.796)  0.45
H (16.991, -13.189, 21.801)  -0.07
H (15.997, -14.611, 21.908)  0.57
H (20.740, -12.709, 25.136)  0.15
H (20.181, -14.394, 24.994)  0.41
H (20.448, -13.644, 26.580)  0.40
H (17.708, -11.364, 23.437)  0.14